Entry 1:
93
Properties=species:S:1:pos:R:3:forces:R:3:mulliken_charge:R:1 method="wB97M-V/def2-TZVPD" e_homo_ha="-0.396 / -0.411" fmax_ev_per_a=0.2 lumo_energy_ev="-2.343 / -2.911" de_lowest_kcal_mol=3.91 charge=+1 spin_multiplicity=6 orbital_gap_ev="8.439 / 8.271"
Mn -0.655 0.253 -0.809 -0.0450 -0.0211 0.0219 0.19
C 0.127 0.985 2.397 -0.0143 -0.0377 -0.0133 -1.53
O 0.150 1.087 0.974 0.0624 0.0892 0.0036 0.47
Si 0.950 2.394 0.113 0.0084 -0.0057 0.0104 0.37
C 0.128 3.956 0.720 -0.0135 -0.0336 0.0109 -1.38
C 2.684 2.472 0.801 -0.0040 0.0023 0.0205 -1.49
C 0.647 1.776 -1.582 -0.0568 0.0905 0.0219 1.06
Si -0.247 2.795 -2.872 -0.0054 0.0118 -0.0440 -0.01
C -1.315 1.630 -3.911 0.0054 -0.0056 0.0323 -0.62
C -1.365 4.150 -2.193 0.0227 -0.0129 0.0244 -1.16
C 0.871 3.742 -4.049 -0.0414 0.0032 0.0091 -1.24
Si 2.173 0.956 -2.307 0.0227 -0.0195 -0.0101 0.30
C 3.625 2.126 -2.529 -0.0001 -0.0262 0.0033 -1.22
C 1.841 0.188 -3.990 0.0409 0.0030 0.0181 -0.87
C 2.772 -0.456 -1.196 0.0055 0.0133 -0.0071 -0.52
H -0.224 1.916 2.843 -0.0025 0.0009 0.0018 0.34
H 1.125 0.758 2.774 0.0015 0.0064 0.0049 0.39
H -0.549 0.179 2.686 -0.0014 -0.0003 0.0034 0.45
H 0.349 4.092 1.782 -0.0028 0.0020 0.0006 0.44
H -0.953 3.973 0.592 -0.0088 0.0056 -0.0054 0.35
H 0.535 4.827 0.202 0.0058 -0.0033 -0.0139 0.36
H 2.636 2.570 1.889 0.0060 -0.0024 -0.0006 0.41
H 3.172 3.376 0.430 0.0106 -0.0069 -0.0037 0.40
H 3.322 1.623 0.562 -0.0116 -0.0026 -0.0058 0.42
H -1.851 0.903 -3.289 -0.0255 -0.0094 -0.0489 -0.18
H -0.711 1.062 -4.620 0.0092 0.0031 0.0051 0.40
H -2.067 2.179 -4.483 0.0009 0.0085 0.0032 0.47
H -2.035 3.848 -1.391 -0.0122 0.0009 -0.0017 0.24
H -1.977 4.528 -3.016 -0.0004 -0.0084 -0.0065 0.44
H -0.773 4.991 -1.826 -0.0035 0.0012 0.0000 0.38
H 1.548 3.124 -4.637 0.0082 -0.0169 0.0028 0.35
H 1.469 4.479 -3.508 0.0079 -0.0011 0.0028 0.32
H 0.236 4.291 -4.750 0.0113 0.0048 -0.0059 0.40
H 3.374 2.990 -3.144 -0.0139 0.0097 -0.0026 0.30
H 4.433 1.587 -3.032 0.0042 0.0048 -0.0016 0.40
H 4.020 2.490 -1.581 -0.0005 0.0006 -0.0041 0.38
H 1.727 0.934 -4.778 -0.0089 0.0032 -0.0120 0.44
H 0.955 -0.448 -4.001 -0.0168 -0.0018 0.0064 -0.10
H 2.699 -0.436 -4.257 -0.0062 -0.0012 -0.0065 0.44
H 3.863 -0.506 -1.228 0.0078 -0.0104 0.0072 0.67
H 2.404 -1.428 -1.533 -0.0127 0.0217 0.0162 -0.16
H 2.483 -0.350 -0.148 0.0202 -0.0021 -0.0043 -0.04
C -1.969 -4.566 -0.168 0.0142 -0.0590 -0.0638 -1.19
N -2.128 -3.120 -0.405 -0.0925 0.0003 0.1299 0.75
P -3.129 -2.317 0.796 -0.0732 0.0253 -0.1384 -0.39
C -3.419 -0.757 -0.141 0.0067 0.0099 0.0512 0.73
C -2.947 0.424 0.437 0.0303 0.0843 0.0170 -1.07
C -3.117 1.652 -0.205 -0.0476 -0.0369 0.0019 -0.39
C -3.798 1.704 -1.415 0.0204 0.0272 0.0071 -0.51
C -4.292 0.537 -1.983 -0.0030 -0.0012 -0.0249 -1.08
C -4.098 -0.684 -1.357 0.0267 -0.0525 0.0315 0.08
C -4.733 -3.140 0.495 0.0155 0.0386 0.0368 0.89
C -5.659 -3.034 1.528 -0.0323 -0.0241 0.0179 -0.77
C -6.941 -3.547 1.378 0.0182 0.0116 0.0351 -0.65
C -7.294 -4.192 0.205 0.0099 -0.0107 -0.0379 -0.53
C -6.368 -4.322 -0.824 -0.0352 0.0017 0.0251 -0.92
C -5.096 -3.795 -0.682 0.0433 0.0018 0.0139 0.26
P -0.760 -2.325 -0.996 0.1191 -0.0803 -0.2020 -0.01
C 0.657 -3.051 -0.128 -0.0134 0.0059 0.0397 0.61
C 1.312 -4.215 -0.524 -0.0087 -0.0063 -0.0217 -0.37
C 2.335 -4.735 0.253 0.0050 -0.0032 0.0059 -0.69
C 2.701 -4.110 1.437 0.0023 -0.0082 -0.0053 -0.72
C 2.041 -2.961 1.851 0.0016 0.0020 -0.0141 -0.49
C 1.028 -2.434 1.066 -0.0255 0.0315 0.0120 -0.47
C -0.667 -2.894 -2.720 0.0330 -0.0310 0.0427 1.08
C -1.854 -3.145 -3.406 -0.0173 0.0228 0.0067 -0.76
C -1.830 -3.501 -4.745 0.0113 -0.0048 -0.0002 -0.76
C -0.618 -3.607 -5.412 0.0053 -0.0042 -0.0093 -0.78
C 0.568 -3.352 -4.739 -0.0172 0.0026 0.0002 -0.72
C 0.545 -2.994 -3.400 0.0212 0.0054 0.0142 -0.41
H -2.928 -5.000 0.106 -0.0076 0.0094 0.0015 0.61
H -1.248 -4.777 0.625 -0.0064 -0.0047 0.0108 0.20
H -1.636 -5.050 -1.088 0.0268 0.0021 0.0188 0.29
H -2.485 0.384 1.418 0.0119 0.0102 -0.0071 0.50
H -2.755 2.557 0.264 -0.0018 0.0030 0.0012 0.72
H -3.947 2.652 -1.913 0.0071 0.0077 -0.0014 0.53
H -4.829 0.582 -2.921 -0.0013 0.0013 -0.0004 0.42
H -4.501 -1.585 -1.802 0.0139 0.0260 -0.0052 0.46
H -5.377 -2.549 2.456 -0.0074 -0.0036 -0.0003 0.41
H -7.656 -3.455 2.185 -0.0005 0.0019 0.0000 0.41
H -8.288 -4.604 0.092 0.0003 -0.0022 -0.0023 0.40
H -6.641 -4.838 -1.735 0.0058 0.0004 -0.0042 0.44
H -4.374 -3.905 -1.482 -0.0032 -0.0183 -0.0062 0.24
H 1.026 -4.719 -1.439 -0.0036 0.0015 0.0063 0.44
H 2.843 -5.636 -0.063 0.0021 0.0011 -0.0009 0.45
H 3.500 -4.522 2.040 0.0003 0.0020 0.0021 0.42
H 2.322 -2.473 2.774 0.0020 -0.0035 0.0043 0.45
H 0.524 -1.526 1.383 0.0117 -0.0363 -0.0023 -0.02
H -2.797 -3.066 -2.880 -0.0171 -0.0017 -0.0149 0.17
H -2.756 -3.699 -5.267 -0.0032 0.0020 0.0030 0.48
H -0.597 -3.888 -6.457 -0.0001 0.0019 -0.0003 0.42
H 1.515 -3.428 -5.257 0.0035 -0.0020 0.0019 0.48
H 1.479 -2.793 -2.890 -0.0043 -0.0043 -0.0081 0.33



Entry 2:
103
Properties=species:S:1:pos:R:3:forces:R:3:mulliken_charge:R:1 method="wB97M-V/def2-TZVPD" e_homo_ha=-0.374 fmax_ev_per_a=0.1 lumo_energy_ev=-2.006 de_lowest_kcal_mol=0.99 charge=+1 orbital_gap_ev=8.175
Sn -0.052 0.693 -0.730 0.0916 -0.0411 -0.0400 0.72
Cl -1.260 3.718 -0.718 0.0026 -0.0059 0.0137 -0.20
C -1.358 3.055 -2.329 0.0074 -0.0154 -0.0167 0.78
C -0.956 1.741 -2.531 0.0211 -0.0148 -0.0427 -1.76
C -1.090 1.257 -3.826 -0.0168 -0.0218 0.0149 1.31
Cl -0.645 -0.393 -4.159 0.0030 -0.0208 0.0237 -0.08
C -1.566 2.032 -4.881 -0.0214 -0.0163 0.0278 -0.42
Cl -1.686 1.385 -6.468 -0.0136 0.0062 -0.0233 -0.13
C -1.940 3.352 -4.638 -0.0244 0.0313 0.0088 0.51
Cl -2.529 4.331 -5.918 0.0152 -0.0038 0.0040 -0.17
C -1.844 3.871 -3.348 0.0050 0.0008 -0.0042 -0.22
Cl -2.322 5.490 -3.034 0.0013 0.0066 -0.0051 -0.18
N -2.087 -0.564 -0.876 -0.0119 0.1069 -0.0541 0.04
C -1.818 -1.963 -0.545 -0.0184 0.0227 0.0092 1.81
C -2.909 -2.881 -1.110 -0.0214 -0.0316 0.0177 -1.13
C -2.905 -4.358 -0.705 0.0125 -0.0083 -0.0117 -1.37
C -2.795 -4.619 0.795 0.0138 -0.0069 0.0121 -0.78
N -1.399 -4.498 1.207 -0.0570 0.0182 -0.0390 0.03
C -0.971 -4.614 2.444 -0.0448 0.0132 -0.0228 0.75
N 0.321 -4.433 2.722 0.0675 -0.0179 0.0294 -0.25
N -1.819 -4.922 3.436 0.0208 -0.0485 -0.0166 -0.36
C -0.382 -2.317 -0.964 0.0855 0.0829 0.0476 0.19
O -0.011 -3.493 -0.826 0.0479 -0.0681 -0.0390 -0.84
O 0.369 -1.373 -1.358 -0.0608 0.0156 -0.0002 -0.43
H -2.769 -0.157 -0.242 -0.0038 -0.0009 0.0063 0.21
H -2.405 -0.473 -1.836 -0.0409 0.0187 0.0015 0.33
H -1.822 -2.023 0.547 0.0064 -0.0437 -0.0001 -1.07
H -2.884 -2.818 -2.201 -0.0045 -0.0051 -0.0040 0.43
H -3.863 -2.446 -0.795 0.0010 0.0062 -0.0075 0.38
H -2.101 -4.892 -1.213 -0.0109 -0.0045 0.0091 0.35
H -3.842 -4.796 -1.050 0.0025 0.0032 -0.0078 0.53
H -3.153 -5.629 1.014 -0.0030 0.0055 0.0065 0.72
H -3.417 -3.907 1.354 0.0045 -0.0034 0.0007 0.31
H -0.738 -4.226 0.446 -0.0012 0.0120 0.0417 0.17
H 0.979 -4.140 2.010 -0.0136 0.0051 -0.0001 -0.08
H 0.671 -4.540 3.657 -0.0023 0.0217 -0.0012 0.23
H -2.805 -5.002 3.260 -0.0041 0.0276 0.0071 0.20
H -1.515 -4.931 4.393 0.0005 -0.0033 0.0033 0.23
C 1.529 -1.779 5.074 -0.0067 -0.0390 -0.0326 -1.94
C 2.535 -0.659 4.774 -0.0265 -0.0021 -0.0087 2.11
C 3.857 -1.056 5.436 -0.0056 0.0111 0.0115 -1.93
C 2.014 0.632 5.417 0.0134 0.0001 -0.0320 -2.09
P 2.430 -0.437 2.902 0.0302 -0.0117 0.0488 0.75
C 3.233 -1.936 2.198 -0.0204 -0.0042 -0.0268 0.44
C 2.537 -2.524 1.137 -0.0009 0.0008 -0.0031 -0.53
C 3.031 -3.631 0.458 -0.0301 -0.0032 0.0268 0.00
C 4.245 -4.183 0.845 0.0100 -0.0134 0.0027 -0.77
C 4.962 -3.603 1.882 0.0177 -0.0081 -0.0071 -0.93
C 4.469 -2.486 2.544 -0.0127 0.0441 0.0007 -0.33
C 3.568 0.952 2.327 -0.0185 -0.0011 0.0255 2.22
C 3.853 0.681 0.844 0.0005 -0.0232 -0.0238 -2.24
C 4.897 1.118 3.061 -0.0107 -0.0031 -0.0353 -1.87
C 2.762 2.256 2.416 -0.0031 -0.0096 0.0079 -1.74
H 1.452 -1.931 6.154 0.0058 0.0093 -0.0013 0.59
H 1.860 -2.718 4.622 -0.0061 -0.0048 0.0018 0.16
H 0.539 -1.531 4.687 -0.0047 0.0086 0.0028 0.30
H 3.722 -1.033 6.522 0.0039 -0.0018 0.0034 0.54
H 4.677 -0.384 5.196 0.0117 -0.0001 -0.0038 0.28
H 4.148 -2.071 5.173 0.0008 0.0015 0.0061 0.40
H 1.813 0.456 6.477 0.0055 -0.0044 0.0064 0.53
H 1.086 0.971 4.949 0.0020 0.0023 -0.0091 0.37
H 2.744 1.437 5.351 0.0165 0.0178 -0.0020 0.36
H 1.605 -2.077 0.810 0.0010 -0.0059 0.0050 0.14
H 2.466 -4.036 -0.371 0.0043 -0.0032 -0.0121 0.55
H 4.640 -5.048 0.330 0.0034 0.0047 -0.0058 0.40
H 5.922 -4.013 2.169 0.0000 -0.0024 0.0058 0.43
H 5.070 -2.037 3.321 0.0015 -0.0051 0.0028 0.38
H 4.537 -0.157 0.708 -0.0034 0.0018 -0.0055 0.28
H 4.310 1.570 0.403 0.0005 0.0020 -0.0005 0.67
H 2.939 0.465 0.284 0.0168 0.0064 0.0141 0.27
H 5.497 0.208 3.032 -0.0004 -0.0090 0.0037 0.27
H 4.760 1.415 4.100 -0.0163 0.0189 0.0201 0.34
H 5.478 1.906 2.572 0.0017 0.0020 -0.0014 0.52
H 1.832 2.179 1.849 0.0015 -0.0026 -0.0031 0.25
H 3.352 3.075 1.995 0.0036 0.0061 0.0005 0.52
H 2.511 2.522 3.442 -0.0013 0.0011 0.0133 0.29
C 3.732 0.672 -5.231 -0.0115 -0.0210 0.0036 -1.72
C 3.024 1.837 -4.530 0.0171 0.1047 0.0263 2.49
C 1.884 2.386 -5.400 0.0041 -0.0335 -0.0241 -1.52
C 4.021 2.949 -4.173 -0.0250 -0.0174 -0.0283 -1.75
C 2.435 1.342 -3.276 0.0869 -0.1023 -0.0125 -0.67
N 1.976 0.947 -2.302 -0.1122 0.0346 0.0529 -0.19
H 4.161 1.035 -6.165 0.0000 0.0032 -0.0033 0.41
H 3.032 -0.131 -5.460 -0.0062 -0.0006 -0.0008 0.38
H 4.535 0.270 -4.613 0.0025 0.0017 0.0023 0.42
H 2.312 2.802 -6.312 -0.0059 -0.0041 -0.0072 0.51
H 1.337 3.176 -4.884 0.0011 0.0117 0.0065 0.32
H 1.183 1.596 -5.676 0.0481 0.0285 0.0068 0.30
H 4.468 3.327 -5.093 -0.0003 0.0007 -0.0008 0.42
H 4.817 2.574 -3.531 0.0026 -0.0053 -0.0011 0.40
H 3.523 3.775 -3.666 -0.0007 0.0058 -0.0016 0.39
N -5.730 -1.114 3.774 -0.0105 -0.0098 -0.0044 -0.47
C -4.421 -0.952 3.425 0.0260 -0.0108 -0.0026 0.54
C -4.043 -0.092 2.369 0.0069 -0.1376 -0.0052 -0.43
N -2.790 0.032 1.993 -0.0437 0.1184 0.0493 -0.29
C -1.861 -0.653 2.679 -0.0055 -0.0054 0.0310 -0.43
C -2.240 -1.499 3.700 -0.0164 0.0095 -0.0074 -0.29
N -3.510 -1.675 4.068 -0.0075 0.0170 -0.0220 -0.68
H -6.392 -0.405 3.510 -0.0014 -0.0020 -0.0005 0.23
H -5.901 -1.575 4.652 0.0003 0.0060 0.0052 0.25
H -4.795 0.473 1.827 0.0027 0.0094 -0.0026 0.34
H -0.819 -0.515 2.407 0.0089 -0.0019 -0.0073 0.73
H -1.498 -2.064 4.251 0.0192 -0.0022 0.0027 0.57